The following is a quantum chemistry calculation of 12 unconnected molecules or ions with the total composition H24O12 at a distorted geometry, from the Open Molecules 2025 dataset.

Each atom is followed by the atoms it is bonded to, with distances in Å.
Element x y z (Å)
1 O -1.05 0.64 2.82  H2 0.934, H3 0.955
2 H -0.69 1.15 2.12  O1 0.934
3 H -1.73 1.13 3.27  O1 0.955
4 O -1.54 -1.86 -0.79  H5 0.975, H6 0.990
5 H -0.87 -2.54 -0.99  O4 0.975
6 H -1.90 -1.62 -1.69  O4 0.990
7 O 0.18 -3.21 1.33  H8 0.967, H9 0.929
8 H 0.64 -4.00 1.62  O7 0.967
9 H 0.94 -2.83 0.96  O7 0.929
10 O -1.69 -2.23 3.07  H11 0.998, H12 0.974
11 H -1.43 -1.26 3.08  O10 0.998
12 H -1.08 -2.71 2.49  O10 0.974
13 O -3.02 0.01 0.77  H14 0.976, H15 0.946
14 H -2.64 -0.65 0.17  O13 0.976
15 H -2.38 0.06 1.47  O13 0.946
16 O 1.33 -2.77 -2.48  H17 1.019, H18 0.978
17 H 0.94 -1.83 -2.48  O16 1.019
18 H 0.68 -3.36 -2.06  O16 0.978
19 O 0.31 3.21 -1.39  H20 0.968, H21 0.955
20 H -0.45 2.73 -1.77  O19 0.968
21 H 0.39 4.04 -1.84  O19 0.955
22 O 0.12 3.20 1.48  H23 0.952, H24 0.969
23 H -0.65 3.75 1.60  O22 0.952
24 H 0.11 2.99 0.53  O22 0.969
25 O 0.57 -0.14 -2.50  H26 0.936, H27 0.940
26 H 1.10 0.03 -3.26  O25 0.936
27 H -0.19 0.41 -2.56  O25 0.940
28 O 0.26 0.32 0.21  H29 0.944, H30 0.961
29 H -0.34 -0.30 0.59  O28 0.944
30 H 0.24 0.13 -0.73  O28 0.961
31 O 2.28 1.07 1.79  H32 0.947, H33 0.967
32 H 2.71 0.40 1.27  O31 0.947
33 H 1.48 1.15 1.25  O31 0.967
34 O 2.72 1.67 -2.19  H35 0.961, H36 0.987
35 H 2.89 1.39 -3.09  O34 0.961
36 H 1.76 1.81 -2.04  O34 0.987

Calculated values
Structure (SMILES): O.O.O.O.O.O.O.O.O.O.O.O
HOMO energy (eV): -9.9400
Max |F| (eV/Å): 2.64
Frontier orbital gap (eV): 9.0

Mulliken atomic charge list, values in e, 6 entries: number 1, O, carries -0.6130; number 2, H, carries 0.3129; number 3, H, carries 0.2661; number 4, O, carries -0.5438; number 5, H, carries 0.1196; number 6, H, carries 0.3075